245
Properties=species:S:1:pos:R:3:forces:R:3 method="wB97M-V/def2-TZVPD" energy_ha=-13916.93677 orbital_gap_ev=7.22 e_lumo_ev=-3.9 e_homo_ha=-0.4099 charge=+1
C 0.6442 -1.6282 8.4561 2.020 -0.238 -2.690
C -0.6393 -1.3353 7.7427 -0.022 0.380 0.744
C -0.4985 0.1471 7.2307 -1.235 -0.387 1.105
C -1.6572 0.6545 6.4062 -1.036 -1.429 -0.315
C -1.7897 -0.3241 5.2324 1.595 -0.332 0.696
C -1.8314 -1.8347 5.6010 -0.283 -0.720 -2.439
N -0.9573 -2.3107 6.6542 2.043 -3.778 0.724
O -0.5772 -3.5210 6.7150 -1.723 5.642 0.027
C -1.4504 -2.6254 4.3055 -2.764 -0.255 0.636
C -3.2815 -2.3194 5.9555 0.135 -0.264 -1.774
C -1.7512 -1.5378 8.7910 -1.001 -1.373 -1.761
H 1.4539 -1.2074 7.8131 -0.310 -0.587 0.399
H 0.9089 -2.6543 8.6136 -0.220 -0.592 0.226
H 0.7360 -1.0668 9.3285 -0.274 0.754 1.665
H 0.4495 0.2500 6.7369 0.378 -0.010 -0.428
H -0.4574 0.6947 8.1753 0.269 0.113 -0.037
H -1.5357 1.6490 6.0265 0.394 0.570 -0.146
H -2.6135 0.6871 6.9692 0.529 -0.144 -0.067
H -0.9068 -0.2420 4.5693 -0.352 0.277 0.370
H -2.6609 -0.1690 4.6431 -0.682 0.230 -0.439
H -1.1759 -3.6212 4.5663 0.018 -0.763 -0.056
H -0.7439 -2.2194 3.6810 2.057 1.263 -0.726
H -2.3450 -2.6207 3.6668 -0.079 -0.336 0.332
H -3.9109 -1.7142 5.2469 0.246 -0.333 1.356
H -3.4862 -2.2642 7.0157 -0.547 0.014 -0.207
H -3.3762 -3.3362 5.5161 0.043 0.342 0.954
H -1.5368 -0.9618 9.6111 0.569 1.657 1.882
H -1.8086 -2.5572 9.1507 0.418 -0.440 -0.098
H -2.7517 -1.3337 8.4578 -0.314 0.567 -0.232
C 6.2552 -1.8768 3.0791 0.418 0.003 2.176
C 6.8398 -0.4796 3.2442 -0.412 0.810 0.188
N 5.9981 0.6197 2.5311 -0.237 1.411 1.482
C 6.5741 2.0700 2.5539 1.200 -2.213 -1.668
C 5.7347 0.2763 1.1064 -1.112 -1.744 -0.804
C 6.8809 0.4272 0.1739 3.695 0.486 0.005
C 4.6758 0.8271 3.2961 -1.325 -0.726 -2.063
C 4.6437 0.9509 4.7973 0.999 -0.836 0.549
O 5.3399 2.0731 5.2941 0.535 -0.473 -0.801
C 4.9792 2.5283 6.5912 0.716 0.052 -0.779
H 6.4758 -2.3898 4.0603 -0.130 0.210 -1.123
H 6.6075 -2.4776 2.2763 0.574 -0.231 -0.754
H 5.1842 -1.8797 3.0264 -0.586 0.184 -0.015
H 7.8839 -0.3633 3.0098 0.311 -0.103 -1.045
H 6.8995 -0.2295 4.3050 -0.694 0.283 -0.056
H 6.3471 2.5272 3.4669 -0.497 0.594 1.201
H 6.1427 2.5802 1.6752 0.311 -0.125 0.664
H 7.6516 1.9067 2.4760 -0.042 0.526 -0.288
H 4.8783 0.7894 0.6980 -0.360 0.895 0.484
H 5.3770 -0.7883 0.9636 0.566 0.878 0.957
H 6.7256 -0.2645 -0.6402 -0.237 0.200 -0.590
H 7.8346 -0.0413 0.6480 -1.395 0.902 -0.613
H 7.2108 1.4771 -0.2288 -1.030 -1.900 0.910
H 4.0861 -0.0349 2.9189 -0.041 0.271 0.957
H 4.1855 1.6781 2.8103 0.350 0.110 0.120
H 5.0548 0.0138 5.1943 0.064 0.317 0.260
H 3.6188 0.9528 5.1430 -0.562 0.135 -0.300
H 5.1590 1.7947 7.3813 0.341 0.010 -0.079
H 3.9282 2.7283 6.5536 -0.734 0.596 0.303
H 5.6096 3.4360 6.6714 -0.680 -0.459 0.583
C -2.1853 2.3896 0.3509 0.384 1.934 1.079
C -2.0102 1.2513 -0.5563 0.414 -0.998 -0.436
N -0.6418 1.2371 -1.1968 -0.882 -2.362 -1.675
C -0.2816 2.5009 -1.9308 -0.929 -0.983 1.378
C 0.4153 0.9578 -0.1879 0.393 0.630 -0.058
C 0.2702 -0.1905 0.7995 -0.836 0.400 -0.480
C -0.7519 0.0247 -2.1693 0.529 1.272 -0.824
C 0.4411 -0.3393 -3.1146 -1.343 0.905 0.276
O 1.5995 -0.7045 -2.4214 0.504 -0.129 0.099
C 2.7275 -0.5359 -3.2874 0.295 1.201 0.391
H -1.3466 2.5334 1.0652 -0.621 -0.567 -0.045
H -3.1275 2.2502 0.8964 0.295 0.373 -0.094
H -2.1505 3.3789 -0.1761 -0.663 -0.874 0.194
H -2.7770 1.1931 -1.3132 0.142 0.498 -0.413
H -2.1096 0.2649 -0.0887 0.168 0.358 0.389
H -0.2112 3.1622 -1.0714 0.233 0.876 -0.632
H -1.0636 2.7590 -2.6423 -0.005 0.079 0.153
H 0.6613 2.3268 -2.4073 0.370 0.052 -0.070
H 0.4435 1.8743 0.3726 0.491 0.287 0.312
H 1.2914 0.8801 -0.8346 0.276 -0.151 0.625
H 0.3665 -1.1453 0.3373 0.193 -0.841 -0.450
H -0.6844 -0.2138 1.3453 0.346 0.316 -0.051
H 1.0721 -0.0694 1.5035 0.323 0.003 0.455
H -1.6260 0.3216 -2.7837 0.487 -0.594 0.106
H -1.0045 -0.7742 -1.5041 -0.130 -0.688 0.003
H 0.6850 0.4761 -3.8066 -0.189 0.375 0.264
H 0.0802 -1.1233 -3.7902 0.023 -0.115 0.487
H 2.5889 -1.1854 -4.1570 0.416 0.025 -0.036
H 3.6549 -0.7115 -2.7131 -0.591 -0.424 -0.387
H 2.7861 0.5430 -3.6146 -0.170 -0.979 0.080
C 3.9846 7.5070 1.3892 0.147 -0.079 1.778
N 2.7856 7.5656 0.5668 0.704 1.312 -1.399
C 1.5802 7.8571 1.0774 1.784 -0.614 2.071
C 0.5090 7.9912 0.3115 -2.094 0.404 -1.224
C 0.6566 7.9005 -1.0523 0.530 0.579 -1.588
C 1.9634 7.8051 -1.6075 -1.836 -0.537 -0.478
C 3.0208 7.6573 -0.7786 -0.767 -0.676 1.422
C -0.5607 7.8318 -1.9203 0.569 -1.261 0.785
C -0.6494 8.2519 -3.2386 -1.617 0.306 -0.122
C -1.7987 7.8605 -3.9781 3.585 0.579 1.298
N -2.5936 6.9758 -3.4649 -2.465 -0.758 -0.167
C -2.5455 6.5713 -2.1637 -1.113 -0.129 -1.040
C -1.5699 6.9974 -1.3610 1.715 0.682 -0.765
C -3.6401 6.4712 -4.4078 -0.694 -0.112 0.750
H 3.6107 7.4548 2.4331 0.605 -0.082 -0.598
H 4.4957 8.4761 1.2624 0.151 -0.636 0.015
H 4.6174 6.6043 1.1911 -0.713 0.906 -0.042
H 1.4324 7.9522 2.1504 0.695 -0.339 -0.112
H -0.4572 8.1375 0.7876 0.200 -0.005 -0.178
H 2.0793 7.5881 -2.6628 0.110 0.442 -0.029
H 4.0249 7.5045 -1.1126 0.347 -0.152 -0.073
H 0.0306 8.9388 -3.7151 0.318 -0.087 0.120
H -1.8985 8.1167 -5.0032 -0.286 0.213 -0.641
H -3.2848 5.9097 -1.7440 -0.258 -0.132 -0.675
H -1.4695 6.4592 -0.4381 0.132 0.366 0.634
H -3.1685 6.0347 -5.2920 -0.030 0.073 0.315
H -4.3684 7.2625 -4.6611 0.684 -0.115 0.054
H -4.2046 5.7294 -3.8580 0.074 -0.228 -0.236
C 1.9908 -4.9300 0.5659 -1.270 0.363 0.274
N 2.4495 -5.1527 -0.8139 -0.654 -1.492 0.277
C 2.4856 -4.1269 -1.6477 1.006 0.078 -1.394
C 2.5634 -4.3473 -3.0283 -0.095 1.528 1.453
C 2.5812 -5.6128 -3.5401 0.356 -0.390 1.954
C 2.6293 -6.6925 -2.6391 -0.185 1.580 1.305
C 2.5327 -6.4297 -1.2583 -0.516 -0.238 -1.400
C 2.4954 -5.7616 -4.9635 1.287 0.129 -1.977
C 3.6386 -5.5661 -5.7881 -2.255 -1.145 -0.142
C 3.4572 -5.7417 -7.1512 0.690 0.347 2.448
N 2.2686 -6.0458 -7.6334 -2.251 0.551 -1.422
C 1.1429 -6.1947 -6.8921 -0.032 0.712 0.333
C 1.2605 -5.9974 -5.5276 -0.669 -0.513 -0.411
C 2.1146 -5.9111 -9.0959 1.911 -2.065 -0.033
H 0.8874 -4.6240 0.4562 1.686 -0.410 0.584
H 2.6270 -4.1763 1.0126 -0.155 0.322 -0.004
H 2.0932 -5.8360 1.1825 -0.160 0.249 -0.556
H 2.5761 -3.1168 -1.2646 -0.476 -0.181 0.202
H 2.5238 -3.4319 -3.6108 0.088 -0.357 -0.288
H 2.6785 -7.6890 -2.9799 -0.011 -0.958 -0.256
H 2.3365 -7.2407 -0.5387 0.437 0.678 -0.362
H 4.5751 -5.3987 -5.3362 1.146 0.320 0.240
H 4.2715 -5.6158 -7.8134 0.484 0.054 -0.829
H 0.1573 -6.3323 -7.4007 1.235 0.080 0.363
H 0.3903 -6.0045 -4.8857 -0.174 -0.228 -0.062
H 2.7892 -6.6610 -9.5209 0.170 0.214 -0.108
H 2.4208 -4.9641 -9.4560 -0.015 1.065 -0.024
H 1.1834 -6.2214 -9.4546 -1.732 0.034 -0.049
C -4.1458 -4.7535 -4.3182 -0.534 0.679 -1.863
N -4.9764 -3.5975 -3.7598 1.435 -0.890 -1.092
C -4.9993 -2.3850 -4.3149 -1.921 1.373 0.735
C -5.6985 -1.3310 -3.6983 -0.153 -0.483 0.465
C -6.4397 -1.5574 -2.5223 0.382 -1.472 -0.525
C -6.2647 -2.8241 -1.9396 -0.947 0.401 1.393
C -5.5538 -3.8031 -2.5929 0.211 -0.175 2.026
C -7.4245 -0.6819 -1.8413 1.430 1.102 -0.459
C -7.0714 0.6406 -1.5847 -1.062 -0.009 0.994
C -7.8880 1.3294 -0.6664 2.111 0.464 -0.163
N -9.0088 0.8666 -0.1391 -0.278 -1.938 -0.588
C -9.3468 -0.3985 -0.4897 -1.202 -0.283 0.445
C -8.6034 -1.1975 -1.2983 1.064 0.850 -0.218
C -9.7476 1.6194 0.8999 0.598 0.306 0.435
H -4.6357 -5.6941 -4.0612 -0.041 0.292 -0.019
H -3.1401 -4.7407 -3.9261 0.025 0.277 0.438
H -4.0492 -4.6387 -5.4419 -0.423 -0.093 1.432
H -4.7165 -2.1992 -5.3165 1.046 -0.416 -0.651
H -5.6499 -0.3638 -4.1710 -0.213 0.098 -0.164
H -6.6832 -2.9579 -0.8831 0.804 -0.307 -1.751
H -5.2801 -4.7229 -2.0908 -0.329 -0.077 -0.092
H -6.1314 1.1274 -1.8891 -0.585 -0.619 0.139
H -7.4177 2.1741 -0.1927 -0.626 0.600 -0.083
H -10.2501 -0.8112 -0.0763 -0.237 0.243 0.283
H -8.8399 -2.2187 -1.4691 -0.526 -0.557 -0.038
H -9.1625 1.5246 1.8423 -0.722 -0.182 -0.436
H -10.8366 1.3996 0.9823 1.102 -0.356 -0.196
H -9.6316 2.6297 0.5646 -0.222 0.775 0.118
N 5.9738 -4.7062 -1.9951 0.361 -0.904 -0.755
S 5.6231 -3.5292 -1.1292 -2.655 3.724 1.758
O 4.7166 -3.8102 -0.0369 1.761 -1.239 0.407
O 5.0736 -2.3925 -1.8254 0.879 0.396 -0.795
F 7.0034 -2.9583 -0.5323 -0.701 -0.600 0.139
S 6.9824 -4.4953 -3.2081 0.867 -0.862 0.066
O 6.7475 -5.6022 -4.0611 0.143 -0.575 -0.700
O 8.2868 -4.1421 -2.7604 -0.405 0.069 -0.414
F 6.4822 -3.2835 -4.0837 -0.221 0.193 0.452
N 2.1354 5.2564 2.4578 -2.964 -0.334 -0.458
S 0.7237 4.5325 2.4355 0.321 -1.582 -0.382
O 0.8295 3.1536 2.0732 0.218 -0.149 0.002
O -0.2855 5.2736 1.7805 -0.297 1.444 -0.845
F 0.2265 4.4787 3.9076 0.111 0.304 0.767
S 3.2109 4.6161 3.3735 1.384 -0.369 0.487
O 4.3857 4.5094 2.5762 0.949 0.149 0.146
O 2.9439 3.5512 4.2867 -0.646 0.421 -0.477
F 3.3477 5.8938 4.2870 0.857 0.149 0.651
N 3.3051 -1.6463 5.8946 0.234 1.126 -0.871
S 2.3374 -2.4467 5.0121 -3.204 -0.600 0.016
O 1.2242 -1.5762 4.6741 0.979 -0.033 0.344
O 1.9627 -3.7866 5.3679 0.730 0.575 0.550
F 3.0110 -2.6787 3.6198 1.037 0.384 -0.484
S 4.3494 -2.0834 6.9437 -0.153 -3.571 0.073
O 3.7331 -2.5549 8.1306 -0.310 -0.674 0.111
O 5.4592 -1.2567 7.1461 1.276 1.683 -0.775
F 4.9828 -3.3829 6.0972 -0.518 1.119 1.216
N -2.3562 -5.0632 -1.5458 -1.373 1.490 0.224
S -2.5398 -3.8811 -0.4923 -2.403 -0.437 1.480
O -1.5064 -3.7443 0.4810 0.357 -0.081 -0.411
O -3.9240 -3.8742 -0.0667 1.540 -0.487 -0.771
F -2.5089 -2.4910 -1.2836 0.595 -0.603 -0.714
S -1.1098 -5.9126 -1.7991 1.712 0.837 -0.055
O -1.2127 -6.6421 -3.0101 -0.404 -0.483 -0.549
O -0.5002 -6.5253 -0.6703 -0.027 -0.210 0.293
F -0.0439 -4.7511 -2.1966 -0.175 -0.162 0.097
N -5.7231 3.4480 -2.2391 -3.291 0.909 0.128
S -4.5943 3.0668 -3.0927 5.710 -3.157 1.906
O -4.6912 3.3479 -4.4394 -0.395 1.465 -2.876
O -4.1353 1.7583 -2.7228 -0.393 -0.635 -0.536
F -3.2617 3.9107 -2.4674 -1.549 -0.302 -1.205
S -5.8350 4.2411 -0.9668 -0.686 -0.405 3.427
O -7.1605 4.5659 -0.6304 -1.382 0.309 -0.433
O -4.8333 5.2058 -0.8020 1.301 1.339 0.221
F -5.5350 3.1396 0.1936 0.408 0.351 -0.978
N 1.2920 4.9940 -3.1209 1.540 -1.023 1.996
S 2.5801 4.3833 -2.3889 1.599 -1.195 -1.062
O 3.7266 5.2307 -2.5709 -0.464 -0.079 0.279
O 2.7671 2.9475 -2.5282 -0.350 1.629 -0.030
F 2.2616 4.5264 -0.8554 -0.783 0.501 -0.012
S 0.8339 4.4439 -4.5022 -3.291 1.904 -1.373
O 1.4943 4.9534 -5.6444 0.870 0.500 -0.197
O -0.6111 4.5999 -4.4851 0.717 -0.357 -0.060
F 1.1004 2.9396 -4.6069 0.189 -1.370 0.516
N -4.8668 -0.6065 3.5940 -0.826 1.847 0.009
S -5.3801 -1.2397 2.2615 -0.398 -4.272 -2.497
O -4.8037 -2.6002 2.1097 -1.335 3.587 0.765
O -5.4727 -0.3713 1.1109 0.719 -0.254 0.393
F -6.9897 -1.5214 2.4216 0.954 -0.143 0.623
S -5.4474 0.9063 3.7782 -1.543 2.072 0.663
O -4.8250 1.5548 4.9188 -0.925 -1.500 -1.126
O -6.9063 1.0336 3.5444 3.211 -0.387 0.577
F -4.8035 1.7532 2.5698 -0.237 -0.659 0.408
N -1.0151 -3.7210 -7.0013 0.556 -1.536 0.105
S -2.1664 -3.9182 -7.9902 -3.511 -1.327 -1.364
O -1.6660 -4.3934 -9.2255 0.393 -0.584 -0.187
O -3.2061 -2.9443 -7.9838 0.393 0.387 0.121
F -3.0632 -5.2280 -7.3635 1.634 1.062 -0.450
S -1.1661 -2.6693 -5.9053 -0.793 1.540 4.287
O -0.0671 -2.7786 -4.9742 -0.321 -0.156 -1.088
O -2.4700 -2.4840 -5.2293 2.387 -0.238 -1.948
F -0.8823 -1.3884 -6.7645 -0.282 0.447 0.417